No. 1
The following is a quantum chemistry calculation of a cluster of 2 separate species, C2H6N4S in total at a distorted geometry, from OMol25.

Spin multiplicity: 1
Energy above the lowest of the compared OMol25 structures with the same formula, charge and spin (eV): 4.973
Total charge: 0
LUMO level (eV): 0.15
Kohn-Sham gap (eV): 7.354

```
13
C2H6N4S, DFT ωB97M-V with the def2-TZVPD basis set
C -0.59 0.19 0.57
C -1.20 0.86 -0.67
N 1.37 1.20 0.68
N -0.16 -1.07 0.70
N -0.09 -2.02 -0.20
N 2.35 0.74 0.30
S 3.41 -0.01 -0.49
H -0.80 0.71 1.56
H -1.08 1.81 -0.36
H -2.21 0.48 -0.81
H -0.70 0.53 -1.67
H 0.23 -1.49 1.51
H -0.52 -1.95 -1.10
```

=====

No. 2
The following is a quantum chemistry calculation of a structure of composition C11H44FeN22O15P at a distorted geometry, from OMol25.

Spin multiplicity: 5
Energy above the lowest of the compared OMol25 structures with the same formula, charge and spin (eV): 0.827
Total charge: -1
LUMO level (spin up / spin down) (eV): 1.34 / 1.34
Kohn-Sham gap (spin up / spin down) (eV): 7.541 / 6.952

```
94
C11H44FeN22O15P, DFT ωB97M-V with the def2-TZVPD basis set
Fe 0.39 -0.13 -2.31
P -0.38 0.50 0.10
O -0.77 -0.70 -0.83
O -1.74 1.21 0.38
O 0.59 1.29 -0.85
O 0.37 -0.14 1.33
C 2.70 1.25 -3.60
O 1.74 0.50 -3.74
N 3.88 1.13 -4.26
N 2.82 2.12 -2.56
H 4.71 1.69 -4.21
H 3.81 0.50 -5.04
H 3.56 2.79 -2.52
H 2.33 1.93 -1.69
C -4.35 -1.71 0.32
O -5.26 -2.53 0.33
N -4.30 -0.72 1.25
N -3.41 -1.63 -0.66
H -5.07 -0.71 1.90
H -3.66 0.04 1.09
H -2.48 -1.19 -0.48
H -3.49 -2.50 -1.16
C -1.08 -0.02 4.40
O -1.48 0.46 5.47
N 0.22 -0.35 4.20
N -1.86 -0.33 3.38
H 0.43 -0.34 3.21
H 0.85 -0.45 4.97
H -1.38 -0.17 2.49
H -2.82 -0.08 3.54
C -1.05 4.75 -1.33
O -1.18 5.96 -1.43
N -0.05 4.05 -1.94
N -1.82 3.91 -0.57
H 0.16 3.11 -1.63
H 0.58 4.56 -2.54
H -1.66 2.91 -0.48
H -2.52 4.34 0.02
C 0.20 -2.92 -3.91
O -0.12 -1.84 -3.40
N -0.67 -3.82 -4.38
N 1.51 -3.25 -4.03
H -1.65 -3.64 -4.29
H -0.30 -4.66 -4.77
H 1.73 -4.15 -4.41
H 2.20 -2.87 -3.40
C -1.02 -4.04 0.52
O -1.19 -5.26 0.65
N -1.02 -3.47 -0.74
N -0.71 -3.22 1.52
H -1.04 -2.43 -0.76
H -0.73 -3.91 -1.59
H -0.50 -3.54 2.45
H -0.47 -2.28 1.23
C -2.83 3.22 2.94
O -3.39 3.92 3.77
N -1.50 3.01 2.89
N -3.50 2.63 1.88
H -0.86 3.52 3.47
H -1.19 2.31 2.23
H -3.00 1.94 1.28
H -4.47 2.84 1.74
C 2.54 -3.64 3.81
O 1.62 -4.46 3.64
N 3.53 -3.79 4.69
N 2.68 -2.56 3.00
H 3.63 -4.65 5.22
H 4.19 -3.08 4.96
H 3.40 -1.97 3.39
H 1.88 -2.29 2.46
C -2.25 1.44 -3.13
O -1.07 1.06 -3.11
N -2.71 2.43 -3.94
N -3.21 1.07 -2.24
H -3.65 2.76 -3.97
H -2.12 2.82 -4.66
H -4.08 1.50 -2.46
H -2.84 0.56 -1.45
C 3.05 -1.22 -0.95
O 2.15 -1.43 -1.79
N 2.89 -1.02 0.37
N 4.35 -1.12 -1.30
H 1.94 -0.75 0.60
H 3.66 -0.63 0.89
H 5.07 -1.05 -0.60
H 4.62 -1.30 -2.26
C 2.64 2.48 1.85
O 3.59 3.14 2.32
N 2.05 1.49 2.51
N 2.02 2.85 0.72
H 2.26 1.43 3.49
H 1.38 0.82 2.08
H 1.45 2.13 0.22
H 2.52 3.57 0.23
```

=====

No. 3
The following is a quantum chemistry calculation of a structure of composition C13H28Br3FIN3O2P at a distorted geometry, from OMol25.

Spin multiplicity: 1
Energy above the lowest of the compared OMol25 structures with the same formula, charge and spin (eV): 0.000
Total charge: +1
LUMO level (eV): -3.85
Kohn-Sham gap (eV): 7.741

```
52
C13H28Br3FIN3O2P, DFT ωB97M-V with the def2-TZVPD basis set
C -3.17 1.21 0.27
C -1.85 1.69 -0.35
C -0.67 1.07 0.38
F 0.24 2.02 0.82
N 0.01 0.03 -0.39
C 0.86 -0.72 0.39
N 2.22 -0.43 0.43
N 0.36 -1.72 1.07
C 1.21 -2.55 1.91
O 1.67 -1.76 2.97
O 2.70 -2.47 3.61
C -1.06 -2.09 1.06
C -1.30 -3.48 0.43
C -2.22 -3.40 -0.76
I -2.23 -4.76 1.91
P 0.64 0.57 -1.96
C 1.38 -0.94 -2.74
C 2.84 -1.29 -2.41
C 1.96 1.83 -1.76
C 1.36 3.22 -2.06
H -3.96 1.89 0.02
H -3.38 0.19 -0.07
H -3.11 1.19 1.35
H -1.79 2.77 -0.32
H -1.86 1.37 -1.38
H -1.06 0.60 1.28
H 2.81 -1.21 0.17
H 2.49 -0.02 1.32
H 2.01 -2.98 1.31
H 0.60 -3.36 2.30
H 3.44 -2.50 2.98
H -1.38 -2.10 2.09
H -1.67 -1.37 0.55
H -0.36 -3.95 0.16
H -1.84 -2.67 -1.47
H -3.21 -3.11 -0.45
H -2.28 -4.36 -1.24
H 0.74 -1.77 -2.46
H 1.30 -0.75 -3.80
H 2.88 -2.13 -1.72
H 3.37 -0.48 -1.93
H 3.39 -1.61 -3.28
H 2.74 1.64 -2.50
H 2.39 1.84 -0.77
H 0.31 3.23 -1.80
H 1.41 3.45 -3.11
H 1.85 4.00 -1.49
C -2.15 5.32 2.38
Br -0.39 5.24 1.61
Br -3.45 5.95 1.11
Br -2.67 3.61 3.12
H -2.12 6.02 3.19
```

=====

No. 4
The following is a quantum chemistry calculation of a structure of composition C30H19BrCl2N6O5S2Sn at a distorted geometry, from OMol25.

Spin multiplicity: 1
Total charge: 0
LUMO level (eV): -2.01
Kohn-Sham gap (eV): 6.035

```
66
C30H19BrCl2N6O5S2Sn, DFT ωB97M-V with the def2-TZVPD basis set
Sn -0.35 0.46 0.02
Cl 5.07 -3.30 -2.84
C 4.33 -1.98 -2.04
C 3.63 -2.18 -0.92
C 3.00 -1.09 -0.23
N 2.41 -1.21 0.91
C 2.59 -2.32 1.71
O 3.67 -2.86 1.87
C 1.41 -2.79 2.52
C 1.66 -3.76 3.48
C 0.61 -4.22 4.27
C -0.65 -3.69 4.05
C -0.81 -2.73 3.06
N 0.19 -2.29 2.31
C 3.10 0.27 -0.84
C 3.94 0.42 -2.01
C 4.50 -0.64 -2.60
Cl 5.39 -0.44 -4.04
N 2.45 1.25 -0.32
C 2.79 2.57 -0.51
O 3.92 3.00 -0.39
C 1.64 3.51 -0.78
C 1.95 4.81 -1.15
C 0.91 5.68 -1.47
C -0.39 5.20 -1.41
C -0.60 3.89 -1.02
N 0.39 3.06 -0.70
H 3.55 -3.17 -0.50
H 2.66 -4.14 3.59
H 0.77 -4.97 5.03
H -1.50 -4.00 4.65
H -1.78 -2.29 2.86
H 4.03 1.40 -2.45
H 2.98 5.12 -1.18
H 1.11 6.70 -1.74
H -1.23 5.83 -1.67
H -1.60 3.47 -0.96
Br -3.19 -5.85 -3.64
C -3.05 -4.31 -2.55
C -2.07 -4.24 -1.58
C -1.99 -3.13 -0.77
C -2.88 -2.07 -0.94
C -3.86 -2.15 -1.93
C -3.96 -3.27 -2.73
N -2.75 -0.93 -0.11
C -3.80 -0.34 0.28
C -3.76 0.88 1.10
C -4.90 1.31 1.77
C -4.84 2.46 2.54
C -3.64 3.15 2.61
C -2.55 2.65 1.91
N -2.60 1.54 1.19
H -1.36 -5.05 -1.47
H -1.25 -3.07 0.01
H -4.51 -1.31 -2.13
H -4.72 -3.34 -3.49
H -4.80 -0.72 0.05
H -5.82 0.74 1.70
H -5.71 2.81 3.07
H -3.56 4.06 3.18
H -1.59 3.16 1.93
O 0.25 -1.38 -1.28
S 0.04 -0.82 -2.66
O -0.50 -1.79 -3.56
O 1.24 -0.12 -3.08
S -1.37 0.65 -2.35
```

=====

No. 5
The following is a quantum chemistry calculation of a cluster of 2 separate species, C30H31Si in total at a distorted geometry, from OMol25.

Spin multiplicity: 1
Energy above the lowest of the compared OMol25 structures with the same formula, charge and spin (eV): 0.000
Total charge: +1
LUMO level (eV): -5.36
Kohn-Sham gap (eV): 5.520

```
62
C30H31Si, DFT ωB97M-V with the def2-TZVPD basis set
C 4.37 4.67 -3.63
C 2.98 4.69 -3.74
C 2.21 3.72 -3.08
C 2.83 2.66 -2.37
C 2.03 1.56 -1.82
C 0.70 1.85 -1.41
C -0.36 0.96 -1.30
C -1.73 1.36 -1.49
C -2.79 0.42 -1.41
C -4.08 0.74 -1.82
C -4.36 2.04 -2.29
C -3.36 3.02 -2.27
C -2.07 2.70 -1.84
C 2.59 0.22 -1.75
C 2.05 -0.74 -0.88
C 2.36 -2.09 -1.01
C 3.42 -2.49 -1.83
C 4.11 -1.52 -2.58
C 3.66 -0.20 -2.59
C 4.25 2.67 -2.27
C 5.01 3.66 -2.89
H 4.96 5.43 -4.13
H 2.47 5.47 -4.32
H 1.12 3.76 -3.13
H 0.49 2.91 -1.26
H -0.19 -0.12 -1.33
H -2.57 -0.59 -1.03
H -4.87 -0.01 -1.80
H -5.37 2.29 -2.62
H -3.58 4.04 -2.59
H -1.30 3.47 -1.83
H 1.35 -0.41 -0.10
H 1.78 -2.83 -0.47
H 3.71 -3.53 -1.87
H 5.00 -1.79 -3.15
H 4.14 0.52 -3.25
H 4.76 1.90 -1.70
H 6.09 3.64 -2.80
C 0.84 -2.79 1.79
Si -0.20 -1.25 2.08
C 0.72 -0.06 3.17
H -0.49 -0.40 0.79
C -1.67 -1.94 3.02
C -1.47 -2.62 4.23
C -2.55 -3.20 4.91
C -3.85 -3.11 4.40
C -4.99 -3.74 5.17
C -4.05 -2.43 3.19
C -2.97 -1.85 2.50
H 0.39 -3.41 1.01
H 1.87 -2.54 1.52
H 0.85 -3.38 2.72
H 0.12 0.85 3.31
H 0.90 -0.53 4.15
H 1.68 0.21 2.71
H -0.47 -2.72 4.66
H -2.39 -3.73 5.85
H -5.94 -3.59 4.65
H -4.84 -4.82 5.30
H -5.08 -3.31 6.18
H -5.06 -2.37 2.79
H -3.15 -1.32 1.56
```

=====

No. 6
The following is a quantum chemistry calculation of a structure of composition C4H10S2 at a distorted geometry, from OMol25.

Spin multiplicity: 2
Energy above the lowest of the compared OMol25 structures with the same formula, charge and spin (eV): 3.132
Total charge: +1
LUMO level (spin up / spin down) (eV): -6.50 / -6.52
Kohn-Sham gap (spin up / spin down) (eV): 6.154 / 6.326

```
16
C4H10S2, DFT ωB97M-V with the def2-TZVPD basis set
C -2.35 -1.36 0.23
C -2.48 0.08 0.00
S 0.45 -0.50 -2.10
S 1.48 -1.29 -0.49
C 1.63 0.18 0.58
C 2.42 1.29 -0.11
H -1.48 -0.70 -0.32
H -2.00 -1.78 1.19
H -2.88 -2.03 -0.37
H -2.47 0.67 0.81
H -2.92 0.50 -0.92
H 2.10 -0.16 1.52
H 0.58 0.49 0.86
H 3.46 0.94 -0.33
H 1.95 1.49 -1.07
H 2.51 2.18 0.53
```

=====

No. 7
The following is a quantum chemistry calculation of the molecule C3H4N2O3 at a distorted geometry, from OMol25.

Spin multiplicity: 1
Energy above the lowest of the compared OMol25 structures with the same formula, charge and spin (eV): 5.764
Total charge: 0
LUMO level (eV): 0.01
Kohn-Sham gap (eV): 9.971
SMILES: COn1cnc(=O)o1

```
12
C3H4N2O3, DFT ωB97M-V with the def2-TZVPD basis set
C 1.84 -0.06 1.11
C -0.97 -1.02 -0.83
C -1.83 0.94 -0.89
H 1.99 1.13 1.29
H 1.33 -0.45 2.14
H 2.94 -0.48 0.78
H -0.76 -1.96 -1.35
N -0.39 -0.27 0.34
N -1.75 -0.35 -1.55
O 0.91 -0.40 0.12
O -2.44 1.86 -1.40
O -0.87 1.06 0.23
```

=====

No. 8
The following is a quantum chemistry calculation of the molecule C9H10NP at a distorted geometry, from OMol25.

Spin multiplicity: 1
Energy above the lowest of the compared OMol25 structures with the same formula, charge and spin (eV): 0.488
Total charge: 0
LUMO level (eV): 1.02
Kohn-Sham gap (eV): 8.712
SMILES: PN1C=CCc2ccccc21

```
21
C9H10NP, DFT ωB97M-V with the def2-TZVPD basis set
C 2.46 -1.14 -0.09
C 1.52 -2.12 -0.18
C 2.08 0.19 0.12
C 0.18 -1.71 -0.09
C 0.80 0.61 0.33
C -0.15 -0.40 0.25
C -0.98 2.25 -0.40
C -1.87 1.26 -0.23
C 0.39 2.13 0.12
N -1.52 -0.08 0.33
P -2.76 -1.29 0.02
H 3.40 -1.49 -0.29
H 1.88 -3.05 -0.45
H 2.92 1.01 0.09
H -0.45 -2.49 -0.42
H -1.37 3.17 -0.91
H -2.94 1.43 -0.60
H 0.69 2.54 1.12
H 1.22 2.57 -0.53
H -3.40 -1.03 1.19
H -2.11 -2.34 0.64
```

=====

No. 9
The following is a quantum chemistry calculation of a cluster of 2 separate species, C2F5NO in total at a distorted geometry, from OMol25.

Spin multiplicity: 3
Total charge: 0
LUMO level (spin up / spin down) (eV): 0.61 / -4.85
Kohn-Sham gap (spin up / spin down) (eV): 13.427 / 7.555

```
9
C2F5NO, DFT ωB97M-V with the def2-TZVPD basis set
C -1.49 0.12 0.05
C 0.87 -0.52 -0.06
N -0.18 0.34 -0.24
O -1.97 -0.96 0.22
F 1.28 2.46 0.00
F -2.32 1.18 -0.03
F 2.09 0.00 -0.33
F 1.03 -1.01 1.21
F 0.68 -1.62 -0.83
```

=====

No. 10
The following is a quantum chemistry calculation of a structure of composition C40H30BrDyN8O3S at a distorted geometry, from OMol25.

Spin multiplicity: 6
Total charge: 0
LUMO level (spin up / spin down) (eV): -0.02 / -0.02
Kohn-Sham gap (spin up / spin down) (eV): 6.874 / 6.870

```
84
C40H30BrDyN8O3S, DFT ωB97M-V with the def2-TZVPD basis set
Dy -0.83 -0.76 -0.51
N -2.36 0.45 3.92
C -1.77 0.01 2.77
S -2.80 -0.09 1.37
N -0.48 -0.21 2.89
N 0.20 -0.62 1.74
C 1.46 -0.58 1.94
C 2.52 -0.81 0.96
C 3.83 -0.48 1.34
C 4.89 -0.66 0.48
C 4.64 -1.19 -0.79
C 3.36 -1.53 -1.18
C 2.28 -1.34 -0.31
O 1.05 -1.68 -0.68
H -3.36 0.47 3.94
H -1.87 0.29 4.78
H 1.78 -0.29 2.93
H 4.00 -0.07 2.33
H 5.90 -0.39 0.78
H 5.46 -1.34 -1.48
H 3.15 -1.96 -2.15
C -3.01 -4.72 1.15
C -2.75 -3.36 0.90
N -2.16 -2.93 -0.18
C -1.76 -3.84 -1.13
C -1.91 -5.23 -0.93
C -2.58 -5.64 0.25
C -1.35 -6.16 -1.84
C -0.64 -5.67 -2.89
C -0.53 -4.28 -3.13
C -1.15 -3.33 -2.33
N -1.16 -1.96 -2.52
C -0.68 -1.44 -3.72
C -0.88 -2.00 -4.96
C -0.24 -1.52 -6.12
C 0.59 -0.45 -6.07
C 0.73 0.24 -4.84
C 1.48 1.43 -4.73
C 1.49 2.13 -3.56
C 0.73 1.64 -2.48
N 0.05 0.53 -2.53
C 0.04 -0.20 -3.69
H -3.52 -5.01 2.07
H -3.03 -2.60 1.62
H -2.72 -6.70 0.42
H -1.47 -7.22 -1.66
H -0.15 -6.35 -3.57
H 0.05 -3.96 -3.98
H -1.52 -2.87 -5.03
H -0.41 -2.03 -7.07
H 1.12 -0.09 -6.95
H 2.04 1.78 -5.60
H 2.05 3.05 -3.45
H 0.70 2.20 -1.56
C -3.32 1.65 -1.91
O -2.15 1.75 -1.09
C -2.12 2.74 -0.17
C -3.07 3.72 -0.04
C -2.93 4.66 0.98
Br -4.24 6.01 1.15
C -1.88 4.61 1.87
C -0.94 3.59 1.74
C -1.04 2.70 0.69
O -0.10 1.73 0.44
C 0.14 3.45 2.73
N 0.90 4.41 3.17
C 1.76 3.79 4.08
C 2.79 4.34 4.85
C 3.49 3.49 5.70
C 3.18 2.12 5.78
C 2.17 1.56 5.03
C 1.48 2.43 4.17
N 0.44 2.22 3.29
H -3.45 2.55 -2.50
H -4.20 1.46 -1.30
H -3.15 0.80 -2.57
H -3.94 3.76 -0.69
H -1.79 5.32 2.68
H 0.63 1.80 1.08
H 3.02 5.39 4.79
H 4.29 3.89 6.31
H 3.75 1.49 6.46
H 1.92 0.51 5.10
H -0.14 1.37 3.23
```

=====

No. 11
The following is a quantum chemistry calculation of a structure of composition CHBeBr3N2NaO6 at a distorted geometry, from OMol25.

Spin multiplicity: 1
Energy above the lowest of the compared OMol25 structures with the same formula, charge and spin (eV): 0.000
Total charge: +1
LUMO level (eV): -8.98
Kohn-Sham gap (eV): 3.537

```
15
CHBeBr3N2NaO6, DFT ωB97M-V with the def2-TZVPD basis set
Na -0.96 1.66 -3.13
Be -2.33 -1.03 0.30
N -1.35 1.15 -0.34
O -2.38 0.74 -0.94
O -0.92 0.44 0.60
O -0.77 2.13 -0.77
N -0.05 -1.21 -2.65
O -0.67 -1.20 -1.57
O -0.59 -0.62 -3.56
O 1.10 -1.64 -2.70
C 1.70 -0.07 2.83
Br 1.85 1.88 3.32
Br 1.15 -1.14 4.41
Br 3.29 -0.92 2.12
H 0.94 -0.16 2.06
```

=====

No. 12
The following is a quantum chemistry calculation of a cluster of 2 separate species, C4H6 in total at a distorted geometry, from OMol25.

Spin multiplicity: 1
Energy above the lowest of the compared OMol25 structures with the same formula, charge and spin (eV): 2.254
Total charge: 0
LUMO level (eV): 1.19
Kohn-Sham gap (eV): 11.458
SMILES: C#C.C=C

```
10
C4H6, DFT ωB97M-V with the def2-TZVPD basis set
C -0.89 -1.90 0.85
C -0.03 -2.62 1.31
C -0.12 1.09 -0.37
C 0.61 1.92 -1.07
H -1.55 -1.17 0.45
H 0.68 -3.27 1.76
H -1.13 0.87 -0.44
H 0.50 0.62 0.37
H 0.26 2.60 -1.91
H 1.67 1.87 -0.95
```

=====

No. 13
The following is a quantum chemistry calculation of a cluster of 4 separate species, C16H16N4O4 in total at a distorted geometry, from OMol25.

Spin multiplicity: 1
Energy above the lowest of the compared OMol25 structures with the same formula, charge and spin (eV): 7.995
Total charge: 0
LUMO level (eV): -0.91
Kohn-Sham gap (eV): 8.693
SMILES: O=[N+]([O-])c1ccccc1.O=[N+]([O-])c1ccccc1.CC#N.CC#N

```
40
C16H16N4O4, DFT ωB97M-V with the def2-TZVPD basis set
C -2.72 0.95 -1.89
C -1.68 0.02 -2.35
N -0.87 -0.71 -2.69
H -3.47 0.38 -1.35
H -3.16 1.48 -2.73
H -2.21 1.71 -1.29
C 0.20 1.82 1.91
C -0.10 0.49 2.41
N -0.37 -0.56 2.79
H 1.27 1.98 1.85
H -0.28 2.57 2.53
H -0.21 1.94 0.91
C -0.99 -3.72 1.17
C -1.20 -4.48 0.01
C -1.42 -5.85 0.14
C -1.45 -6.43 1.39
C -1.15 -5.70 2.52
C -0.90 -4.34 2.40
N -1.86 -7.83 1.51
O -1.88 -8.51 0.50
O -2.17 -8.21 2.62
H -0.62 -2.71 1.01
H -1.29 -4.02 -0.96
H -1.72 -6.40 -0.75
H -1.15 -6.18 3.49
H -0.75 -3.77 3.31
C 3.29 6.31 -1.12
C 2.02 6.37 -1.68
C 1.29 5.20 -1.81
C 1.87 3.99 -1.47
C 3.13 3.94 -0.91
C 3.83 5.12 -0.68
N 1.11 2.76 -1.63
O 0.26 2.73 -2.50
O 1.36 1.84 -0.87
H 3.86 7.22 -0.95
H 1.58 7.33 -1.92
H 0.28 5.24 -2.19
H 3.50 2.96 -0.63
H 4.76 5.07 -0.13
```